The following is a quantum chemistry calculation of a gas-phase ion, C40H46N3O (charge +1) in a non-equilibrium geometry, from OMol25.

Calculated values
HOMO energy = -9.25 eV
E_LUMO = -4.17 eV
Orbital gap = 5.1 eV
Calculated total energy = -1790.999989 a.u.
Relative energy (zero: lowest compared OMol25 entry of this formula, charge and spin) = 292.4 kJ/mol
Charge = +1
SMILES = COc1ccc([C@H](C(c2ccccc2)=[N+]2CCCC2)C(c2ccc(N3CCCC3)cc2)c2ccc(N3CCCC3)cc2)cc1

Each line ends with the Mulliken charge.
Element x y z (Å)
O -5.03 4.48 6.36  -0.401
N 2.11 2.84 7.57  0.370
N -5.08 -0.26 3.21  0.115
N 4.80 -0.44 3.32  0.132
C 2.31 5.74 6.90  -0.570
C 2.08 7.23 4.99  -0.499
C -0.11 2.16 4.47  0.403
C -5.31 -1.37 2.32  -0.663
C -1.54 4.49 7.29  -0.209
C 5.10 -1.69 3.98  -0.684
C -6.26 0.21 3.90  -0.395
C 6.49 -2.11 3.47  -0.592
C -2.85 4.98 7.35  -0.864
C 1.18 1.50 4.05  -0.030
C -3.88 0.39 3.26  1.091
C -1.29 3.17 6.85  0.064
C -3.78 1.73 3.71  -0.583
C -2.35 2.26 7.01  -0.639
C -3.65 2.70 7.08  -0.390
C 5.72 -0.10 2.26  -0.692
C 2.60 -0.45 4.29  -1.025
C 4.22 2.05 8.43  -0.610
C 1.39 4.82 6.32  0.427
C -1.45 0.28 3.21  -0.372
C -5.15 5.89 6.04  -0.888
C 2.68 6.91 6.21  -0.840
C 1.79 1.67 8.38  -0.499
C -3.88 4.09 6.99  0.569
C 3.60 0.18 3.52  1.331
C 1.38 0.19 4.50  -0.822
C -1.36 1.55 3.84  -0.447
C -7.35 -0.83 3.58  -0.630
C 2.18 2.15 3.30  -0.433
C -6.83 -1.63 2.38  -0.628
C 3.37 1.49 3.02  -0.934
C 3.07 1.37 9.19  -0.621
C -2.69 -0.30 2.94  -1.251
C 0.59 5.35 5.27  0.169
C 3.57 3.06 7.48  -0.497
C 6.78 -1.21 2.25  -0.626
C 1.21 3.43 6.74  -0.487
C -2.54 2.31 3.88  -0.923
C 0.00 2.65 6.28  0.867
C 1.01 6.44 4.52  -0.930
H 5.22 -0.04 1.28  0.352
H 0.93 1.82 9.05  0.312
H -2.52 3.38 4.14  0.339
H -5.10 6.50 6.95  0.366
H -3.06 6.05 7.44  0.320
H 7.23 -1.95 4.26  0.282
H 3.47 7.57 6.62  0.419
H -6.14 5.98 5.60  0.250
H -7.03 -2.70 2.47  0.319
H 3.92 2.92 6.44  0.257
H 0.52 6.66 3.56  0.450
H 6.49 -3.17 3.21  0.311
H 6.69 -1.79 1.33  0.283
H -0.76 5.22 7.53  0.534
H -0.08 3.21 4.21  0.459
H -4.99 -1.14 1.29  0.352
H -6.08 0.29 4.99  0.120
H 3.85 4.08 7.79  0.200
H 2.73 5.57 7.90  0.691
H -0.58 -0.34 2.99  0.546
H -4.40 6.22 5.31  0.341
H 5.08 -1.59 5.07  0.279
H 2.01 3.16 2.90  0.444
H 4.79 1.32 7.85  0.283
H 2.99 1.81 10.21  0.321
H 2.40 8.09 4.40  0.431
H 6.18 0.89 2.44  0.316
H -7.28 -1.27 1.45  0.284
H 1.57 0.81 7.74  0.251
H 2.76 -1.43 4.70  0.403
H -8.30 -0.33 3.37  0.331
H -7.48 -1.48 4.45  0.301
H -0.35 4.85 5.04  0.272
H -4.74 -2.26 2.63  0.289
H 0.08 1.56 6.51  0.527
H -4.70 2.27 3.95  0.283
H -2.78 -1.33 2.59  0.287
H 7.79 -0.79 2.29  0.302
H 4.16 1.99 2.44  0.350
H -4.51 2.04 6.98  0.389
H -6.56 1.21 3.56  0.306
H 4.36 -2.46 3.72  0.292
H 4.92 2.54 9.11  0.358
H -2.17 1.18 7.00  0.287
H 3.24 0.30 9.32  0.357
H 0.58 -0.35 4.99  0.695

=====

The following is a quantum chemistry calculation of a molecular structure, C4H5N2 in a non-equilibrium geometry, from OMol25.

Calculated values
HOMO energy (alpha / beta) = -15.61 / -15.71 eV
E_LUMO (alpha / beta) = -7.23 / -7.85 eV
Orbital gap (alpha / beta) = 8.4 / 7.9 eV
Calculated total energy = -264.435779 a.u.
Relative energy (zero: lowest compared OMol25 entry of this formula, charge and spin) = 471.6 kJ/mol
Charge = +1

Each line ends with the Mulliken charge.
Element x y z (Å)
N -0.46 0.55 0.00  0.586
N -1.31 1.41 -0.42  -0.490
C 0.96 0.95 -0.05  -0.688
C -2.42 -0.77 -0.03  -0.256
C -2.50 0.57 -0.14  0.081
C -1.04 -0.64 0.36  -0.076
H 1.24 0.69 -1.04  0.340
H -0.65 -1.33 0.99  0.466
H 0.96 2.03 0.09  0.316
H -2.94 -1.63 0.16  0.412
H 1.70 0.62 0.80  0.311

=====

The following is a quantum chemistry calculation of C5H14Si2 in the gas phase in a non-equilibrium geometry, from OMol25.

Calculated values
HOMO energy = -7.47 eV
E_LUMO = 0.08 eV
Orbital gap = 7.5 eV
Calculated total energy = -777.746493 a.u.
Relative energy (zero: lowest compared OMol25 entry of this formula, charge and spin) = 296.9 kJ/mol
Charge = 0

Each line ends with the Mulliken charge.
Element x y z (Å)
Si 0.22 -1.33 0.45  0.418
Si 2.66 0.47 -0.04  0.328
C -1.76 0.21 -0.76  -0.268
C -2.03 1.07 0.44  -1.131
C 1.78 -1.07 -0.64  -0.802
C 1.42 1.09 1.22  -0.945
C -1.62 -1.24 -0.35  -0.733
H -1.34 -1.77 -1.31  0.285
H 2.70 1.17 -1.30  -0.148
H -3.05 0.96 0.93  0.332
H 0.11 -2.20 1.68  -0.129
H -1.20 0.97 1.13  0.238
H 2.45 -1.86 -0.45  0.428
H 1.42 -1.01 -1.69  0.334
H 3.99 0.19 0.36  -0.200
H 0.64 1.60 0.70  0.257
H -2.52 0.08 -1.58  0.338
H -0.84 0.62 -1.33  0.203
H -2.46 -1.59 0.24  0.443
H 1.60 1.52 2.14  0.434
H -2.18 2.13 0.17  0.316

=====

The following is a quantum chemistry calculation of a molecular structure, C17H26AsN2O4RbS4 in a non-equilibrium geometry, from OMol25.

Calculated values
HOMO energy = 0.70 eV
E_LUMO = 2.83 eV
Orbital gap = 2.1 eV
Calculated total energy = -4926.420699 a.u.
Relative energy (zero: lowest compared OMol25 entry of this formula, charge and spin) = 28.1 kJ/mol
Charge = -2

Each line ends with the Mulliken charge.
Element x y z (Å)
Rb -1.42 1.69 -0.37  0.411
As -3.50 5.33 -0.29  0.424
S -4.40 7.04 0.68  -0.759
S -4.13 5.27 -2.39  -0.746
S -1.26 5.49 0.11  -0.658
S -4.12 3.33 0.42  -0.778
O -0.40 -0.94 -0.81  -0.631
O -0.21 2.78 -2.62  -0.009
O 0.57 1.72 1.89  0.001
O 1.67 2.49 -0.40  -0.033
N 0.76 -3.37 1.43  0.053
N -0.20 -2.97 0.43  0.366
C -2.15 -5.65 -2.24  -0.471
C -0.23 -5.14 -0.83  -0.103
C -0.73 3.86 -3.39  -0.572
C 2.58 -2.30 2.83  -1.362
C -1.97 -3.49 -1.12  -0.349
C 0.09 -1.63 0.11  0.436
C -0.89 -5.96 -1.73  -0.510
C 2.00 3.11 -1.64  -0.430
C 2.19 3.10 0.79  -0.747
C -0.34 1.57 2.97  -0.774
C 1.15 2.50 -2.75  -0.693
C -2.69 -4.38 -1.92  -0.509
C 1.59 -2.34 1.72  0.364
C 1.24 -1.27 0.89  -0.272
C 1.12 3.03 1.87  -0.344
C 0.52 -4.49 2.35  -1.191
C -0.75 -3.87 -0.51  0.206
H 1.25 1.37 -2.67  0.155
H 0.32 3.75 1.56  0.110
H 0.75 -5.47 -0.43  0.266
H 2.15 -1.60 3.56  0.251
H -0.40 4.85 -3.00  0.253
H 1.81 4.19 -1.61  0.387
H -0.57 -4.64 2.40  0.327
H -3.68 -4.03 -2.26  0.346
H -0.50 3.79 -4.50  0.220
H -1.81 3.83 -3.32  0.073
H -0.43 0.48 3.12  0.152
H 3.07 2.95 -1.91  0.225
H 0.91 -4.18 3.34  0.488
H -2.40 -2.49 -0.93  0.425
H 3.10 2.55 1.03  0.258
H 1.53 2.72 -3.77  0.382
H 2.74 -3.35 3.24  0.358
H 1.06 -5.38 2.02  0.281
H -2.68 -6.35 -2.90  0.339
H 1.57 3.26 2.85  0.329
H 3.51 -1.83 2.46  0.386
H 0.04 2.08 3.91  0.258
H 2.49 4.13 0.62  0.499
H -0.38 -6.89 -1.94  0.357
H 1.76 -0.28 0.88  0.179
H -1.28 2.03 2.72  0.375

=====

The following is a quantum chemistry calculation of 10 unconnected molecules or ions with the total composition C3H24N2O12 in a non-equilibrium geometry, from OMol25.

Calculated values
HOMO energy = -10.05 eV
E_LUMO = 0.18 eV
Orbital gap = 10.2 eV
Calculated total energy = -1141.186129 a.u.
Relative energy (zero: lowest compared OMol25 entry of this formula, charge and spin) = 0.0 kJ/mol
Charge = 0
SMILES = NC(=O)CNC(=O)O.O.O.O.O.O.O.O.O.O

Each line ends with the Mulliken charge.
Element x y z (Å)
O 1.77 2.86 -0.50  -0.563
O -1.11 2.06 0.00  -0.691
O -2.72 -0.70 -2.53  -0.776
O 1.26 -3.54 0.11  -0.690
O -4.42 0.12 -0.53  -0.737
O 1.81 -2.22 -2.27  -0.706
O 1.46 2.48 2.89  -0.787
O 1.09 -2.33 2.78  -0.696
O -0.75 1.29 -2.67  -0.726
O -2.41 0.54 1.06  -0.502
O -0.27 -0.79 -1.13  -0.606
O 2.03 1.08 -2.97  -0.686
N -0.20 0.58 1.47  0.075
N 1.65 -0.26 3.52  -0.306
C 0.83 -1.14 2.91  0.321
C -0.47 -0.55 2.35  -0.458
C -1.26 1.09 0.72  0.330
H -2.43 0.17 -2.84  0.375
H 0.42 -1.27 -1.62  0.230
H 1.94 -3.80 0.74  0.309
H 2.57 -0.60 3.77  0.234
H 2.47 2.54 0.07  0.285
H -1.96 -1.08 -2.05  0.444
H 2.15 2.95 -1.37  0.278
H 1.92 -2.29 -1.31  0.416
H 1.45 0.73 3.63  0.237
H -3.19 0.69 0.46  0.473
H -1.11 -0.31 3.19  0.361
H 0.70 -3.00 0.66  0.372
H 2.15 0.55 -3.76  0.290
H -1.06 1.96 -2.05  0.345
H 1.31 -3.02 -2.48  0.303
H 1.85 0.55 -2.18  0.357
H 1.10 2.06 2.10  0.341
H -0.56 -0.09 -1.78  0.404
H 0.78 3.01 3.31  0.315
H -4.75 -0.70 -0.15  0.332
H 0.60 0.48 0.87  0.478
H 0.17 1.52 -2.82  0.339
H -3.99 -0.26 -1.32  0.428
H -0.83 -1.36 1.71  0.264

=====

The following is a quantum chemistry calculation of 2 unconnected molecules or ions with the total composition C5H13N2O in a non-equilibrium geometry, from OMol25.

Calculated values
HOMO energy (alpha / beta) = -9.29 / -14.93 eV
E_LUMO (alpha / beta) = -3.63 / -4.24 eV
Orbital gap (alpha / beta) = 5.7 / 10.7 eV
Calculated total energy = -382.598591 a.u.
2S+1 = 3
Relative energy (zero: lowest compared OMol25 entry of this formula, charge and spin) = 199.6 kJ/mol
Charge = +1

Each line ends with the Löwdin spin population.
Element x y z (Å)
O 1.42 -1.30 -0.83  0.003
N -0.40 -0.23 0.80  0.071
N -0.29 1.04 -1.24  0.428
C -1.79 -0.46 1.25  0.029
C 2.38 -1.77 -1.46  0.001
C 0.48 -0.25 2.06  0.026
C -0.61 2.06 -1.93  0.663
C -0.22 1.06 0.07  0.618
H 0.28 0.67 2.56  0.004
H 2.46 -1.61 -2.51  0.000
H -0.78 1.98 0.32  0.037
H 0.31 -1.24 2.65  0.002
H -0.49 1.93 -3.02  0.040
H -1.87 -1.52 1.40  0.006
H -2.44 -0.33 0.27  0.002
H -0.12 -0.90 -0.04  0.002
H 3.13 -2.43 -0.95  0.000
H -0.89 3.01 -1.52  0.052
H -2.08 0.10 2.10  0.001
H 1.51 -0.07 1.77  0.007
H 0.01 0.27 -1.75  0.009